# 1
# C35H55ClO2OsP4Si

C35H55ClO2OsP4Si as an isolated structure in a non-equilibrium geometry (ωB97M-V/def2-TZVPD, the OMol25 dataset).

Properties
LUMO level (alpha / beta)   -0.1942 / -0.2993 Eh
2S+1   5
Orbital gap (alpha / beta)   4.947 / 5.071 eV
Net charge   +2

Last column: Löwdin charge in e.
Positions of all 99 atoms, in Å:
P  -0.792  -4.831  -2.184  1.102
C  -0.173  -6.454  -1.467  -0.292
C  -1.036  -7.541  -1.215  -0.071
H  -2.111  -7.347  -1.198  0.105
C  -0.527  -8.820  -1.046  -0.053
H  -1.228  -9.636  -0.945  0.115
C  0.854  -9.026  -1.029  -0.047
H  1.234  -10.042  -0.956  0.119
C  1.720  -7.940  -1.158  -0.054
H  2.797  -8.088  -1.132  0.117
C  1.218  -6.643  -1.344  -0.078
H  1.894  -5.793  -1.412  0.112
C  -2.588  -5.098  -2.019  -0.342
C  -3.176  -4.867  -0.759  -0.096
H  -2.641  -4.314  0.019  0.088
C  -4.448  -5.375  -0.497  -0.061
H  -4.876  -5.247  0.506  0.120
C  -5.159  -6.053  -1.479  -0.048
H  -6.128  -6.506  -1.272  0.120
C  -4.612  -6.198  -2.757  -0.045
H  -5.130  -6.718  -3.550  0.117
C  -3.353  -5.687  -3.032  -0.068
H  -2.906  -5.775  -4.021  0.108
C  -0.544  -5.247  -3.976  -0.287
C  -0.353  -6.563  -4.433  -0.058
H  -0.088  -7.329  -3.692  0.110
C  -0.533  -6.886  -5.767  -0.018
H  -0.435  -7.921  -6.055  0.127
C  -0.840  -5.873  -6.681  -0.051
H  -1.027  -6.155  -7.714  0.123
C  -0.935  -4.548  -6.257  -0.050
H  -1.160  -3.764  -6.967  0.114
C  -0.755  -4.212  -4.904  -0.083
H  -0.773  -3.177  -4.584  0.083
Os  -0.116  -0.492  -0.119  1.044
C  -1.768  0.454  -0.561  -0.343
C  -2.794  -0.138  -1.198  -0.392
H  -1.691  1.507  -0.338  0.049
C  -2.605  -1.637  -1.449  -0.359
O  -2.844  -1.876  -2.880  -0.062
H  -2.978  -2.814  -3.021  0.056
C  -1.196  -2.128  -1.009  -0.262
H  -3.520  -2.093  -0.956  0.142
C  -0.451  -3.300  -1.376  -0.255
Cl  1.856  -1.591  0.577  0.028
P  0.928  0.250  -2.166  0.713
P  -0.874  -1.260  2.013  0.662
C  2.712  0.580  -1.994  -0.230
H  3.152  -0.270  -1.474  0.013
H  2.858  1.492  -1.415  0.032
H  3.160  0.668  -2.982  0.060
C  0.816  -0.870  -3.591  -0.240
H  -0.236  -1.013  -3.863  0.032
H  1.236  -1.836  -3.292  0.046
H  1.377  -0.463  -4.444  0.067
C  0.246  1.863  -2.645  -0.231
H  0.229  2.532  -1.780  0.039
H  -0.775  1.728  -3.022  0.035
H  0.852  2.328  -3.433  0.068
C  0.023  -0.504  3.390  -0.242
H  -0.239  0.554  3.444  0.045
H  1.094  -0.609  3.206  0.031
H  -0.244  -0.994  4.333  0.070
C  -2.547  -0.651  2.339  -0.240
H  -3.230  -1.031  1.570  0.034
H  -2.551  0.443  2.314  0.054
H  -2.878  -0.989  3.329  0.065
C  -0.759  -3.025  2.347  -0.240
H  0.282  -3.338  2.167  0.036
H  -1.432  -3.575  1.669  0.027
H  -1.029  -3.232  3.396  0.070
P  -4.241  0.815  -1.718  0.877
C  -4.255  2.367  -0.834  -0.166
C  -5.711  -0.148  -1.377  -0.159
H  -3.330  2.934  -1.028  0.070
H  -4.338  2.185  0.251  0.078
H  -5.120  2.964  -1.164  0.083
H  -5.583  -1.172  -1.747  0.066
H  -6.575  0.311  -1.879  0.076
H  -5.901  -0.177  -0.299  0.073
C  -4.092  1.102  -3.472  -0.162
H  -3.488  1.994  -3.674  0.070
H  -5.085  1.252  -3.914  0.073
H  -3.621  0.230  -3.939  0.057
H  0.402  -3.558  -0.624  0.055
C  2.002  2.495  3.177  -0.173
Si  1.295  2.625  1.414  0.300
C  0.025  4.023  1.430  -0.182
C  2.831  3.451  0.630  -0.186
O  0.764  1.243  0.737  -0.524
H  2.811  3.202  3.402  0.043
H  2.410  1.498  3.327  0.018
H  1.249  2.639  3.956  0.026
H  0.377  4.908  1.997  0.051
H  -0.210  4.380  0.412  0.022
H  -0.935  3.718  1.876  0.018
H  3.651  2.730  0.562  0.029
H  2.633  3.816  -0.388  0.021
H  3.205  4.309  1.206  0.045

***

# 2
# C6H15B

A 2-piece molecular cluster, C6H15B overall in a non-equilibrium geometry (ωB97M-V/def2-TZVPD, the OMol25 dataset).

Properties
LUMO level   0.0145 Eh
Energy relative to the best compared isomer or geometry (same formula, charge and spin)   63.3 kcal/mol
Orbital gap   8.929 eV
Net charge   0

Last column: Löwdin charge in e.
Positions of all 22 atoms, in Å:
B  -0.002  0.446  0.131  -0.068
C  -1.794  -1.217  -0.752  -0.086
C  -2.541  0.689  0.707  -0.107
C  2.307  0.756  -0.927  -0.095
C  2.048  -0.746  1.069  -0.088
C  -1.474  0.213  -0.290  -0.396
C  1.364  -0.222  -0.206  -0.413
H  0.224  2.230  1.235  0.093
H  -2.821  -1.274  -1.113  0.078
H  -1.687  -1.920  0.074  0.084
H  -1.133  -1.525  -1.559  0.072
H  -2.559  0.043  1.579  0.079
H  -2.319  1.701  1.034  0.052
H  -3.530  0.676  0.248  0.076
H  2.489  1.633  -0.309  0.067
H  1.869  1.086  -1.867  0.076
H  3.260  0.274  -1.142  0.079
H  2.996  -1.223  0.817  0.081
H  2.235  0.075  1.756  0.073
H  1.415  -1.478  1.569  0.076
H  -1.567  0.866  -1.175  0.143
H  1.222  -1.082  -0.877  0.125